Entry 1:
The following is a DFT calculation (ωB97M-V with the def2-TZVPD basis set) of C9H18BO6P in the gas phase at a distorted geometry.

Structure (ORCA input):
```
! wB97M-V def2-TZVPD RIJCOSX def2/J DEFGRID3
* xyz 0 1
C 0.8016 3.2929 1.2119
C 1.2396 1.8148 0.7611
P 0.5225 1.3049 -0.9474
C 1.9999 1.4203 -2.1251
C -0.0497 -0.4836 -0.6810
C 1.1565 -1.5709 -0.6522
C 1.5988 -1.8995 0.8742
O 2.7402 -2.8106 0.8930
C 3.0091 -3.0734 2.2723
O 2.6569 -4.1520 2.7841
O -1.0156 -0.9696 -1.6482
C -2.0013 0.0033 -1.9720
O -1.9664 0.4872 -3.1373
C -3.1738 0.5024 -1.0181
B -3.8711 -0.6532 -0.1165
O -5.3218 -0.8572 -0.1738
O -3.1539 -1.5029 0.8074
H 0.6894 3.9683 0.3022
H 1.5990 3.6726 1.9552
H -0.1977 3.1921 1.7740
H 2.3917 1.8258 0.6631
H 1.0044 1.0589 1.5817
H 2.8696 0.7141 -1.8581
H 2.4335 2.4851 -1.9972
H 1.7055 1.3414 -3.2363
H -0.5048 -0.5180 0.3844
H 2.0735 -1.2366 -1.2382
H 0.7604 -2.5157 -1.1728
H 0.7060 -2.3794 1.3985
H 1.9200 -0.9064 1.3439
H 3.5879 -2.2745 2.8579
H -4.0048 0.9385 -1.6877
H -2.8371 1.3312 -0.3083
H -5.7605 -0.2086 0.4317
H -3.6075 -1.3417 1.6736
*
```

Results
Energy, hartree: -1171.341962
Orbital gap, Ha: 0.310
Max |F|, Eh/bohr: 0.09536
HOMO, eV: -8.50
Structure (SMILES): CCP(C)[C@H](CCOC=O)OC(=O)CB(O)O

Entry 2:
The following is a DFT calculation (ωB97M-V with the def2-TZVPD basis set) of a 2-piece molecular cluster, C9H18BrO2Si overall at a distorted geometry.

Structure (ORCA input):
```
! wB97M-V def2-TZVPD RIJCOSX def2/J DEFGRID3
* xyz -1 1
C 1.1162 -0.9994 -2.3184
C 1.6827 0.9587 0.4688
C -1.6829 1.3152 -1.4288
C -1.5097 0.4033 0.9503
C -0.7472 2.5719 0.5229
C -0.2439 -3.0302 0.8708
C 0.5787 0.7448 -0.5613
C 0.8010 -0.7368 -0.9421
C -0.8642 1.1950 -0.1443
O -0.1749 -1.1914 -2.0055
O 1.8646 -1.0670 -3.2681
Si 1.3336 -2.2585 0.1982
Br 0.9636 -1.0267 3.4591
H 1.4721 0.5833 1.3873
H 2.0875 2.0471 0.4342
H 2.6144 0.4420 0.1524
H -2.6934 1.6028 -1.3730
H -1.2328 2.1065 -1.9231
H -1.5908 0.4811 -2.0853
H -0.9153 0.5320 1.8807
H -1.6680 -0.6749 0.6770
H -2.4721 0.5749 1.3542
H -1.8236 2.8957 0.7393
H -0.0427 2.7397 1.3509
H -0.4233 3.3133 -0.1658
H -0.7787 -3.8813 0.2770
H 0.0958 -3.5346 1.7617
H -0.9370 -2.3068 1.1347
H 0.8780 1.3610 -1.3683
H 2.5730 -2.0117 0.7633
H 1.7393 -3.1489 -0.7987
*
```

Results
Energy, hartree: -3367.709693
Orbital gap, Ha: 0.279
Max |F|, Eh/bohr: 0.09306
HOMO, eV: -4.44
Relative energy (zero: lowest compared OMol25 entry of this formula, charge and spin), kJ/mol: 91.7

Entry 3:
The following is a DFT calculation (ωB97M-V with the def2-TZVPD basis set) of C9H18Cl2ErN2O as an isolated structure at a distorted geometry.

Structure (ORCA input):
```
! wB97M-V def2-TZVPD RIJCOSX def2/J DEFGRID3
* xyz -1 4
Er 1.6721 0.2147 1.3520
Cl 2.8008 -1.7132 0.3160
Cl 2.8784 0.9049 3.3704
C -0.3369 -0.5286 1.8949
H -1.2966 -0.7819 1.4501
H -0.3478 -0.6186 2.9971
C 0.1840 -0.5563 -1.7593
C -0.9177 -0.7140 -0.9902
H 0.6411 0.4316 -1.8807
C -1.5645 -2.0458 -0.7757
H -1.3371 0.1312 -0.4390
C -0.5784 -3.1888 -1.0422
H -1.9348 -2.1150 0.2485
H -2.4300 -2.1728 -1.4512
C 0.0849 -3.0141 -2.4130
H 0.1953 -3.2019 -0.2608
H -1.1013 -4.1515 -1.0051
C 0.8039 -1.6615 -2.5585
H 0.7852 -3.8412 -2.5850
H -0.6901 -3.0799 -3.1886
H 1.8477 -1.7873 -2.2382
H 0.8383 -1.4127 -3.6305
C -0.1757 2.6260 2.9256
N -0.2767 3.4107 1.6965
C 0.2877 3.0671 0.5292
N 0.0906 3.8671 -0.5417
O 1.0123 2.0221 0.3671
H -0.4118 1.5552 2.7516
H -0.9040 3.0231 3.6404
H 0.8302 2.6940 3.3649
H -0.7727 4.3035 1.7138
H 0.5288 3.5882 -1.4100
H -0.4054 4.7457 -0.4486
*
```

Results
Energy, hartree: -2473.986307
Orbital gap (spin up / spin down), Ha: 0.133 / 0.135
Max |F|, Eh/bohr: 0.06173
HOMO (spin up / spin down), eV: -1.22 / -1.28

Entry 4:
The following is a DFT calculation (ωB97M-V with the def2-TZVPD basis set) of C9H18Cl2EuOS as an isolated structure at a distorted geometry.

Structure (ORCA input):
```
! wB97M-V def2-TZVPD RIJCOSX def2/J DEFGRID3
* xyz -1 7
Eu 2.1837 -0.0503 -0.1250
Cl 2.1510 -2.5363 -0.9121
Cl 2.1866 2.1159 1.2756
C 3.9593 -0.7583 0.8555
H 4.5474 -0.0788 1.5256
H 4.3707 -1.7915 0.7042
C -0.9721 1.5544 -1.5267
C 0.1746 1.0679 -1.8873
H -1.1218 2.2948 -0.7298
C 0.2490 -0.1898 -2.7456
H 1.1381 1.6120 -1.7215
C -0.9036 -0.2728 -3.7754
H 1.2181 -0.2775 -3.2724
H 0.1509 -1.0651 -2.0648
C -2.2698 -0.0171 -3.1636
H -0.7323 0.4722 -4.5609
H -0.8793 -1.2678 -4.2393
C -2.2927 1.1325 -2.1231
H -2.9514 0.1918 -3.9978
H -2.6402 -0.9326 -2.6791
H -2.8170 1.9781 -2.6065
H -2.9300 0.7688 -1.3035
C -0.3454 0.9744 3.8124
S 0.6483 -0.4561 3.3370
C -0.1217 -1.6715 4.4071
O 0.3475 -0.7955 1.8954
H -0.1584 1.1744 4.8754
H -1.4080 0.7558 3.6421
H -0.0032 1.8198 3.2038
H -1.1952 -1.7474 4.2194
H 0.3631 -2.6352 4.2381
H 0.0539 -1.3693 5.4426
*
```

Results
Energy, hartree: -2457.702848
Orbital gap (spin up / spin down), Ha: 0.129 / 0.172
Max |F|, Eh/bohr: 0.07396
HOMO (spin up / spin down), eV: -1.13 / -2.30

Entry 5:
The following is a DFT calculation (ωB97M-V with the def2-TZVPD basis set) of C9H18Cl2OPdS as an isolated structure at a distorted geometry.

Structure (ORCA input):
```
! wB97M-V def2-TZVPD RIJCOSX def2/J DEFGRID3
* xyz 0 5
Pd 1.4808 0.2923 0.3187
Cl -0.9412 -1.5898 -0.5847
Cl 0.9233 1.3802 2.4580
C 2.6282 0.3432 -1.1889
H 3.2610 1.2386 -1.2109
H 3.1044 -0.5854 -1.5199
C -0.4838 0.1414 -0.6004
C 1.1148 0.5136 -1.5948
H -0.8883 0.4474 0.3795
C 0.8508 -0.4248 -2.8058
H 0.8924 1.5544 -1.8320
C -0.2041 0.1294 -3.7229
H 1.7933 -0.5886 -3.3204
H 0.5403 -1.3768 -2.3763
C -1.5198 0.2914 -2.9629
H 0.0893 1.1023 -4.1248
H -0.3584 -0.5159 -4.5842
C -1.3332 0.9570 -1.5941
H -2.2486 0.8934 -3.5152
H -1.9641 -0.6954 -2.7915
H -0.8708 1.9539 -1.6664
H -2.3121 1.1146 -1.1201
C -0.6733 0.2377 5.0300
S -0.8596 -0.2541 3.3347
C 0.3594 -1.5188 3.1530
O -2.2094 -0.7691 3.0571
H 0.3902 0.2182 5.2852
H -1.2588 -0.4778 5.6148
H -1.0671 1.2558 5.1207
H 0.6401 -1.8431 4.1598
H -0.1022 -2.3256 2.5777
H 1.2266 -1.0998 2.6269
*
```

Results
Energy, hartree: -1875.028934
Orbital gap (spin up / spin down), Ha: 0.136 / 0.252
Max |F|, Eh/bohr: 0.10468
HOMO (spin up / spin down), eV: -3.18 / -9.21
Relative energy (zero: lowest compared OMol25 entry of this formula, charge and spin), kJ/mol: 263.5

Entry 6:
The following is a DFT calculation (ωB97M-V with the def2-TZVPD basis set) of C9H18ClIN2O2PSTc as an isolated structure at a distorted geometry.

Structure (ORCA input):
```
! wB97M-V def2-TZVPD RIJCOSX def2/J DEFGRID3
* xyz 3 4
C 1.4713 1.2412 2.0432
C 0.8095 0.4318 3.2620
H 2.4097 1.7161 2.3427
H 0.9417 2.0873 1.5676
H 1.7371 0.6340 1.1899
O 1.2639 0.6002 4.3760
I -0.5927 -1.0713 3.6380
Tc -0.4376 0.2578 -1.6094
P -1.5699 1.3179 -0.0096
C -2.2587 0.8155 1.6595
C -1.2526 3.0765 0.4969
H -3.0359 1.9201 -1.8206
H -3.8796 2.0240 -0.2177
H -3.5758 0.4152 -0.9784
C -3.1909 1.4381 -0.8461
H -0.7416 3.5888 -0.3349
H -2.2357 3.5569 0.6924
H -2.9601 1.5943 2.0508
H -1.4021 0.7323 2.3906
H -0.6418 3.1279 1.4188
H -2.7702 -0.1647 1.5908
C 0.0187 -0.6649 -0.0033
O 0.3801 -1.4092 0.8740
Cl 0.1711 2.1879 -2.5118
S 1.7745 -0.7015 -2.0766
C 1.4766 -2.4231 -2.0367
N 1.4786 -3.1975 -0.9319
C 0.6356 -4.3852 -1.1461
C 0.3112 -4.3454 -2.6441
N 0.9798 -3.1097 -3.0858
H 1.6908 -2.8346 0.0091
H -0.2842 -4.3360 -0.5392
H 1.1869 -5.2820 -0.8545
H -0.7732 -4.2498 -2.8358
H 0.7331 -5.1965 -3.1846
H 0.8834 -2.6381 -3.9733
*
```

Results
Energy, hartree: -2190.715545
Orbital gap (spin up / spin down), Ha: 0.233 / 0.196
Max |F|, Eh/bohr: 0.12057
HOMO (spin up / spin down), eV: -19.25 / -19.22
Relative energy (zero: lowest compared OMol25 entry of this formula, charge and spin), kJ/mol: 85.2

Entry 7:
The following is a DFT calculation (ωB97M-V with the def2-TZVPD basis set) of C9H18F20Na4O11P4 as an isolated structure at a distorted geometry.

Structure (ORCA input):
```
! wB97M-V def2-TZVPD RIJCOSX def2/J DEFGRID3
* xyz 1 2
Na -0.2483 -0.9062 4.9364
Na 0.0518 3.3844 -0.4852
Na -1.5137 -3.2371 -0.6181
Na -4.1594 0.9099 -0.2180
P -6.1473 1.5137 2.1695
F -4.7486 0.5604 2.3163
F -5.7053 2.5180 3.4335
F -5.3802 2.6318 1.1564
F -7.4865 2.3275 1.8715
F -6.4357 0.6680 0.7622
F -6.9097 0.4963 3.1761
P -3.0624 3.4609 -1.8560
F -2.9429 3.7181 -3.4461
F -1.8757 4.5565 -1.7084
F -4.1818 4.6124 -1.7622
F -3.1052 3.0877 -0.2715
F -4.2365 2.2995 -2.0306
F -1.9677 2.2542 -1.9852
P -4.2917 -1.6957 -1.9537
F -5.3943 -2.7251 -1.2847
F -5.2619 -0.4354 -1.6793
F -3.6168 -1.5734 -0.4511
F -3.1916 -0.6342 -2.4509
F -3.1852 -2.9052 -2.1975
F -4.8053 -2.0747 -3.4106
O 0.1366 1.2561 0.3346
P -0.6521 0.1853 1.0806
O -0.5634 -0.1118 2.5513
F -0.5382 -1.2814 0.3003
F -2.2114 0.4703 0.7389
C 2.1569 -3.5340 1.1539
O 2.8210 -3.5620 -0.0743
C 3.0203 -2.4702 -0.8618
O 2.6198 -1.3295 -0.6085
O 3.7393 -2.8461 -1.9436
C 4.0961 -1.9045 -2.9541
H 2.0787 -4.5750 1.4677
H 1.1805 -3.0501 1.1781
H 2.8005 -2.9806 1.8377
H 4.2372 -2.5725 -3.8038
H 5.0464 -1.4148 -2.7415
H 3.2950 -1.1887 -3.1383
C 3.4137 -3.5640 6.0592
O 3.9472 -2.4482 5.3960
C 3.1645 -1.7157 4.5536
O 1.9566 -1.8026 4.5023
O 3.9568 -1.1027 3.7009
C 3.3768 -0.1070 2.8935
H 2.6533 -3.4589 6.8330
H 4.2280 -4.0593 6.5882
H 2.9932 -4.2155 5.2931
H 2.4099 -0.4318 2.5091
H 3.9875 0.1685 2.0337
H 3.3431 0.8247 3.4582
C 0.7735 0.6344 -3.2668
O 1.9402 1.2980 -3.7432
C 2.1998 2.5417 -3.2948
O 1.4536 3.2687 -2.6222
O 3.3593 2.9085 -3.7947
C 3.8529 4.1803 -3.5762
H -0.0534 1.3350 -3.1514
H 1.0139 0.2472 -2.2766
H 0.4732 -0.1054 -4.0089
H 4.5788 4.4332 -4.3490
H 4.4399 4.3230 -2.6689
H 3.0765 4.9450 -3.5981
*
```

Results
Energy, hartree: -5193.997513
Orbital gap (spin up / spin down), Ha: 0.348 / 0.080
Max |F|, Eh/bohr: 0.06277
HOMO (spin up / spin down), eV: -13.23 / -13.23